Entry 1:
18
Properties=species:S:1:pos:R:3:mulliken_charge:R:1 method="wB97M-V/def2-TZVPD" multiplicity=1 smiles=CC[C@@H](C)O.O e_homo_ha=-0.3789 total_charge=0
C 1.165 1.130 2.048 -0.882
C 0.412 -0.038 1.267 -0.780
C 1.323 -0.420 0.142 0.455
C 0.851 -1.594 -0.635 -1.438
O 1.435 0.856 -0.693 -0.533
H 2.256 0.961 2.030 0.284
H 0.728 2.094 1.410 0.166
H 0.907 1.395 3.121 0.323
H -0.568 0.379 0.951 0.360
H 0.155 -0.878 1.901 0.405
H 2.275 -0.781 0.597 0.279
H 0.398 -2.262 -0.026 0.449
H 1.535 -1.918 -1.404 0.312
H -0.100 -1.157 -1.044 0.300
H 2.321 1.048 -0.928 0.301
O -4.854 0.117 -3.161 -0.648
H -4.907 1.114 -3.245 0.328
H -5.331 -0.046 -2.333 0.320

---

Entry 2:
34
Properties=species:S:1:pos:R:3:mulliken_spin:R:1 method="wB97M-V/def2-TZVPD" multiplicity=5 s_squared=6.038 e_homo_ha="-0.1294 / -0.1496" total_charge=-1
Cr 1.365 -0.451 -0.834 3.757
S 3.261 -0.686 -2.298 -0.009
C 2.726 0.983 -2.504 -0.009
C 2.553 1.522 -3.783 0.025
C 2.113 2.822 -3.960 0.013
C 1.830 3.615 -2.855 -0.006
C 1.996 3.106 -1.581 0.034
C 2.442 1.795 -1.370 -0.046
S 2.687 1.203 0.269 0.016
H 2.783 0.900 -4.639 -0.001
H 1.979 3.218 -4.961 0.002
H 1.474 4.631 -2.983 0.000
H 1.786 3.718 -0.714 -0.003
O -2.388 -0.675 5.679 0.000
C -3.212 -0.509 4.608 0.000
O -4.398 -0.634 4.781 0.002
C -2.582 -0.162 3.321 0.010
C -3.392 -0.124 2.182 -0.004
C -2.861 0.125 0.936 0.011
C -1.480 0.325 0.761 -0.050
S -0.828 0.564 -0.837 -0.027
C -0.678 0.346 1.913 0.027
C -1.216 0.107 3.160 0.030
H -1.473 -0.587 5.397 0.000
H -4.450 -0.311 2.311 0.000
H -3.497 0.152 0.060 0.002
H 0.375 0.574 1.808 -0.014
H -0.545 0.179 4.011 0.003
C 0.555 -4.771 -1.372 0.000
C 0.680 -3.340 -1.189 0.293
N 0.819 -2.211 -1.048 -0.080
H -0.365 -5.136 -0.919 0.007
H 1.405 -5.277 -0.915 0.010
H 0.538 -5.009 -2.436 0.009

---

Entry 3:
17
Properties=species:S:1:pos:R:3:mulliken_spin:R:1 method="wB97M-V/def2-TZVPD" multiplicity=3 s_squared=2.015 e_homo_ha="-0.6422 / -0.7295" total_charge=+2
C 2.401 1.605 -0.001 0.835
C 0.212 1.403 0.010 0.059
C 1.904 -0.579 -0.034 0.154
C 0.497 -0.090 -0.297 -0.017
C -1.064 1.896 0.089 0.020
N 1.298 2.178 0.033 0.422
N 2.958 0.496 0.092 0.139
N -0.494 -1.095 0.198 0.407
N 2.352 -1.768 0.050 -0.020
H 0.473 0.046 -1.337 0.000
H -0.891 2.318 -0.934 -0.001
H -1.177 2.558 0.936 -0.002
H -1.690 1.007 0.057 0.000
H -0.310 -1.159 1.165 -0.004
H -1.408 -1.070 -0.199 -0.006
H 1.859 -2.553 -0.226 0.005
H 3.397 -1.976 0.392 0.008

---

Entry 4:
69
Properties=species:S:1:pos:R:3:mulliken_charge:R:1 method="wB97M-V/def2-TZVPD" multiplicity=1 e_homo_ha=-0.2466 total_charge=0
Ir -0.455 -0.210 0.159 0.881
C -0.049 0.228 -5.657 -0.592
C -0.130 1.593 -5.154 -0.469
C -0.047 1.865 -3.842 -1.275
C 0.122 0.794 -2.857 -0.080
C 0.774 -0.459 -3.410 1.914
C 0.340 -0.739 -4.831 -1.603
N -0.150 0.995 -1.593 1.023
N -0.433 2.328 -1.329 -1.149
C -1.201 2.549 -0.275 0.514
C -1.639 3.875 0.018 -0.997
C -2.458 4.089 1.083 -0.080
C -2.866 3.010 1.898 -1.079
C -2.391 1.767 1.587 -0.102
N -1.588 1.536 0.533 0.166
H -0.308 0.018 -6.686 0.457
H -0.316 2.402 -5.849 0.436
H -0.189 2.866 -3.476 0.500
H 1.185 -2.119 -2.426 0.167
H 0.404 -1.773 -5.147 0.428
H -1.307 4.675 -0.628 0.454
H -2.800 5.093 1.306 0.391
H -3.516 3.152 2.748 0.402
H -2.626 0.895 2.186 0.463
O -0.996 -0.951 2.000 -0.686
N 0.007 -0.972 2.897 0.250
C -0.171 -1.771 3.970 -0.263
C 0.750 -1.796 4.977 -0.814
C 1.885 -0.982 4.870 -0.219
C 2.052 -0.194 3.762 -0.942
C 1.094 -0.191 2.736 1.022
S 1.237 0.741 1.303 -0.657
H -1.079 -2.352 3.942 0.518
H 0.591 -2.444 5.825 0.413
H 2.632 -0.985 5.651 0.393
H 2.922 0.434 3.637 0.465
C 3.097 -1.464 -3.738 -1.426
C 2.319 -0.177 -3.458 0.331
C 2.883 0.517 -2.222 -1.369
O 0.418 -1.568 -2.624 -0.094
H 4.144 -1.222 -3.926 0.460
H 2.719 -2.010 -4.603 0.280
H 3.095 -2.131 -2.870 0.319
H 2.446 0.495 -4.312 0.356
H 2.695 -0.064 -1.321 0.106
H 2.465 1.512 -2.073 0.307
H 3.964 0.625 -2.336 0.529
C -2.561 -1.421 -0.808 -0.901
N -2.518 -2.863 -0.879 0.208
C -2.209 -3.321 -2.225 -0.750
C -1.616 -3.412 0.135 -2.233
C -0.113 -3.234 -0.080 1.941
C 0.581 -4.412 -0.360 -0.645
C 1.962 -4.456 -0.466 -0.886
C 2.669 -3.290 -0.240 -0.923
C 1.986 -2.102 -0.001 -0.068
C 0.589 -2.002 0.018 0.221
H -3.386 -1.000 -1.383 0.401
H -1.634 -0.958 -1.217 0.191
H -2.782 -1.123 0.231 0.270
H -2.974 -2.957 -2.913 0.341
H -2.225 -4.412 -2.246 0.312
H -1.230 -2.977 -2.582 0.184
H -1.806 -4.486 0.199 0.501
H -1.910 -2.982 1.091 0.297
H 0.011 -5.329 -0.477 0.363
H 2.472 -5.386 -0.683 0.402
H 3.754 -3.293 -0.256 0.439
H 2.582 -1.214 0.163 0.284

---

Entry 5:
25
Properties=species:S:1:pos:R:3:mulliken_charge:R:1 method="wB97M-V/def2-TZVPD" multiplicity=1 e_homo_ha=-0.3890 total_charge=0
Xe 0.780 0.219 -0.324 0.001
O -1.421 -0.151 -3.621 -0.632
H -0.791 -0.745 -3.213 0.340
H -0.918 0.310 -4.291 0.325
O 2.606 2.968 2.114 -0.642
H 1.721 2.840 2.455 0.395
H 3.176 2.853 2.875 0.302
O -1.020 3.512 0.405 -0.636
H -0.464 3.944 -0.243 0.299
H -1.779 3.209 -0.094 0.308
O -0.656 -0.203 3.467 -0.647
H 0.126 -0.753 3.500 0.320
H -1.343 -0.781 3.135 0.285
O -0.038 2.591 2.877 -0.715
H -0.066 1.636 2.813 0.343
H -0.420 2.897 2.054 0.385
O 2.335 -2.968 -2.700 -0.654
H 2.416 -2.630 -3.592 0.288
H 1.460 -2.698 -2.420 0.409
O -0.313 -2.406 -2.335 -0.689
H -0.743 -2.511 -1.487 0.339
H -0.756 -3.032 -2.909 0.324
O -1.482 -2.913 0.241 -0.678
H -0.578 -3.005 0.543 0.327
H -1.833 -2.183 0.751 0.303

---

Entry 6:
74
Properties=species:S:1:pos:R:3:mulliken_spin:R:1 method="wB97M-V/def2-TZVPD" multiplicity=5 s_squared=6.009 e_homo_ha="-0.1056 / -0.1060" total_charge=-2
Fe -3.305 -0.877 -0.245 3.765
N -5.973 -2.712 -1.581 0.004
C -6.271 -1.435 -1.139 0.005
N -7.481 -0.906 -1.189 0.000
N -7.316 0.329 -0.664 0.007
N -6.087 0.520 -0.332 0.002
N -5.380 -0.600 -0.615 0.012
C -4.704 -3.066 -2.011 0.011
N -4.482 -4.068 -2.840 0.001
N -3.136 -4.071 -2.991 0.009
N -2.598 -3.133 -2.296 0.000
N -3.577 -2.458 -1.641 0.047
H -6.721 -3.175 -2.067 -0.001
Se 3.457 1.674 -0.398 0.000
P 2.640 -0.052 0.519 0.001
C 2.706 0.041 2.338 0.000
C 3.144 1.207 2.954 0.000
C 3.174 1.292 4.339 0.000
C 2.767 0.213 5.109 0.000
C 2.326 -0.951 4.496 0.000
C 2.291 -1.043 3.114 0.000
C 3.624 -1.510 0.061 0.000
C 3.355 -2.136 -1.153 0.000
C 4.136 -3.198 -1.575 0.000
C 5.191 -3.642 -0.787 0.000
C 5.462 -3.018 0.421 0.000
C 4.680 -1.952 0.846 0.000
C 0.971 -0.568 0.132 0.002
C -0.216 -0.082 -0.411 -0.010
N -1.100 -1.099 -0.344 0.004
N -0.515 -2.135 0.230 0.005
N 0.724 -1.842 0.528 0.002
P -0.791 1.395 -1.237 0.018
Se -2.917 1.569 -1.154 0.049
C -0.146 1.301 -2.934 0.001
C 1.227 1.213 -3.155 0.001
C 1.713 1.076 -4.446 0.000
C 0.831 1.015 -5.518 0.000
C -0.535 1.096 -5.298 0.001
C -1.027 1.240 -4.007 -0.006
C -0.012 2.806 -0.429 0.002
C 0.607 3.826 -1.137 0.001
C 1.131 4.915 -0.457 0.001
C 1.034 4.980 0.925 0.000
C 0.400 3.965 1.630 0.000
C -0.133 2.878 0.958 0.003
H 3.451 2.044 2.338 0.000
H 3.506 2.207 4.814 0.000
H 2.776 0.285 6.190 0.000
H 1.984 -1.786 5.095 0.000
H 1.907 -1.930 2.629 0.000
H 2.519 -1.803 -1.757 0.000
H 3.910 -3.691 -2.512 0.000
H 5.796 -4.479 -1.112 0.000
H 6.280 -3.365 1.040 0.000
H 4.892 -1.465 1.790 0.000
H 1.921 1.262 -2.321 0.000
H 2.781 1.008 -4.611 0.000
H 1.211 0.895 -6.526 0.000
H -1.226 1.033 -6.130 0.000
H -2.092 1.287 -3.820 -0.002
H 0.694 3.763 -2.214 0.000
H 1.627 5.707 -1.004 0.000
H 1.449 5.829 1.456 0.000
H 0.316 4.017 2.708 0.000
H -0.650 2.098 1.508 0.001
F -3.558 0.488 5.162 0.000
C -3.949 -0.069 4.003 0.001
F -4.571 -1.217 4.299 0.000
F -4.837 0.749 3.439 -0.001
S -2.498 -0.367 2.911 0.016
O -2.039 0.950 2.551 -0.001
O -1.626 -1.171 3.720 0.002
O -3.135 -1.101 1.803 0.045

---

What DFT total energy values result from the calculations? In sequence: -8436.02066, -82265.47537, -11249.35545, -54772.34556, -25602.35497, -257087.77711 eV.